The following is a quantum chemistry calculation of C41H39ClN2O10P2PbTe as an isolated structure in a non-equilibrium geometry, from the OMol25 dataset.

## Properties
- Frontier orbital gap: 0.2165 Ha
- Energy relative to the best compared isomer or geometry (same formula, charge and spin): 16.9 kcal per mole
- E: -110242.4107 eV

The geometry in ORCA input format:
```
! RIJCOSX wB97M-V def2-TZVPD def2/J DEFGRID3
* xyz -2 1
Pb -0.925 2.526 -0.761
O -4.715 4.438 -1.642
C -4.015 3.557 -1.159
O -2.883 3.720 -0.561
C -4.547 2.114 -1.167
C -4.084 1.350 0.083
C -4.906 0.066 0.274
C -4.332 -0.831 -0.859
C -3.285 0.105 -1.478
O -2.804 0.815 -0.315
C -3.985 1.190 -2.306
C -3.024 1.846 -3.314
O -3.436 2.037 -4.456
O -1.828 2.063 -2.892
H -5.631 2.184 -1.232
H -3.974 1.969 0.968
H -5.978 0.246 0.179
H -4.699 -0.363 1.254
H -5.079 -1.141 -1.591
H -3.853 -1.721 -0.449
H -2.453 -0.375 -1.981
H -4.797 0.774 -2.896
O 1.738 6.726 0.162
Cl 1.238 5.451 0.620
O 2.255 4.781 1.406
O 0.926 4.625 -0.545
O 0.046 5.639 1.410
Te 3.213 -1.624 -1.133
C 3.081 -3.654 -0.531
C 1.862 -4.320 -0.485
C 1.830 -5.645 -0.080
N 2.908 -6.348 0.287
C 4.073 -5.700 0.242
C 4.211 -4.379 -0.156
C 1.201 -1.151 -0.634
P 0.952 -0.156 0.892
C -0.504 -0.997 1.686
C -1.290 -1.937 1.029
C -2.399 -2.503 1.654
C -2.754 -2.120 2.939
C -1.980 -1.175 3.606
C -0.871 -0.622 2.982
C 2.246 -0.788 2.052
C 3.326 0.038 2.357
C 4.375 -0.422 3.142
C 4.355 -1.719 3.638
C 3.278 -2.549 3.348
C 2.231 -2.086 2.563
P 0.346 -0.168 -1.894
C 1.441 1.092 -2.674
C 2.466 1.695 -1.946
C 3.204 2.743 -2.486
C 2.923 3.200 -3.762
C 1.888 2.622 -4.492
C 1.139 1.591 -3.947
C 0.231 -1.454 -3.222
C -0.749 -2.436 -3.059
C -0.836 -3.526 -3.912
C 0.063 -3.657 -4.964
C 1.040 -2.689 -5.144
C 1.127 -1.602 -4.280
H 0.956 -3.787 -0.757
H 0.887 -6.185 -0.052
H 4.945 -6.273 0.547
H 5.189 -3.909 -0.162
H -1.000 -2.239 0.028
H -2.980 -3.259 1.134
H -3.628 -2.550 3.415
H -2.237 -0.877 4.617
H -0.269 0.116 3.509
H 3.339 1.053 1.971
H 5.215 0.228 3.359
H 5.176 -2.085 4.243
H 3.263 -3.569 3.716
H 1.405 -2.745 2.324
H 2.672 1.364 -0.933
H 3.980 3.212 -1.895
H 3.481 4.032 -4.176
H 1.650 2.993 -5.481
H 0.295 1.187 -4.491
H -1.454 -2.353 -2.237
H -1.601 -4.278 -3.754
H 0.006 -4.509 -5.631
H 1.752 -2.784 -5.955
H 1.904 -0.868 -4.433
C 1.238 3.006 4.141
N -0.211 3.124 4.091
C -0.943 3.200 5.330
C -0.835 2.972 2.908
O -0.261 2.680 1.879
H 1.611 3.590 4.983
H 1.649 3.402 3.214
H 1.553 1.963 4.259
H -0.576 4.026 5.942
H -0.840 2.274 5.907
H -2.001 3.362 5.122
H -1.923 3.142 2.954
*
```